Record 1
C7H11N3O3S2 as an isolated structure in a non-equilibrium geometry, computed with the ωB97M-V functional and the def2-TZVPD basis.

- gap between HOMO and LUMO (eV) = 7.73
- largest force on an atom (eV/A) = 6.3
- energy above the lowest of the compared OMol25 structures with the same formula, charge and spin (kcal/mol) = 1.4
- DFT total energy (eV) = -39718.683

Each line ends with the Löwdin charge.
Geometry (Å):
O1 1.6046 2.9955 -2.6676  -0.3819
S1 1.4451 1.9349 -3.6805  0.4354
O2 1.1556 2.5446 -4.9700  -0.3535
O3 0.3253 0.9877 -3.2691  -0.4220
N1 2.9213 1.0241 -3.8895  -0.0211
C1 3.2701 0.6813 -2.7691  -0.8389
S2 3.9268 -0.1563 -1.5715  0.6652
C2 -0.1462 -3.3133 1.9096  -0.0760
C3 -0.5180 -1.9655 2.4941  -0.1677
N2 -0.6640 -0.9002 1.4916  -0.0485
C4 -0.2133 -0.8992 0.1863  0.0212
C5 -0.5328 0.3079 -0.3429  0.0333
N3 -1.1629 1.0202 0.6467  -0.0831
C6 -1.2447 0.2730 1.7457  -0.0289
C7 -1.6613 2.3885 0.5255  0.0321
H1 0.8197 -3.2727 1.4036  0.0807
H2 -0.0749 -4.0594 2.7000  0.0860
H3 -0.8942 -3.6470 1.1880  0.0893
H4 0.2437 -1.6425 3.2068  0.1312
H5 -1.4654 -2.0469 3.0295  0.1276
H6 0.2867 -1.7584 -0.2203  0.1320
H7 -0.3797 0.7576 -1.3149  0.1024
H8 -1.6926 0.5680 2.6807  0.1684
H9 -1.1660 3.0142 1.2661  0.1038
H10 -2.7374 2.3938 0.6917  0.1011
H11 -1.4453 2.7703 -0.4705  0.1120

Forces on atoms 1 to 3 (eV/Å):
1.1 -1.8 -0.1
-5.6 2.8 -0.5
1.0 -1.3 0.4



Record 2
C7H11N3O4 as an isolated structure in a non-equilibrium geometry, computed with the ωB97M-V functional and the def2-TZVPD basis.

- gap between HOMO and LUMO (eV) = 8.65
- largest force on an atom (eV/A) = 5.6
- energy above the lowest of the compared OMol25 structures with the same formula, charge and spin (kcal/mol) = 84.0
- DFT total energy (eV) = -20094.449

Each line ends with the Löwdin charge.
Geometry (Å):
C1 1.1070 -1.1736 -0.2208  -0.2380
C2 2.5991 -1.0778 0.0923  -0.1465
C3 2.6344 0.8497 0.3131  -0.1004
C4 1.3340 1.2677 -0.2402  -0.4617
C5 -1.7093 1.0447 1.2107  -0.0434
C6 -1.8278 0.3085 -0.1686  -0.3669
C7 -0.6942 0.2983 -1.2066  -0.2585
N1 3.7325 1.3950 0.5797  0.1777
N2 0.6089 0.1735 -0.5193  0.0532
N3 -2.3945 -1.0259 0.0368  0.0357
O1 3.4334 -1.9035 0.3003  0.1342
O2 1.1008 2.3774 -0.6529  0.0992
O3 0.5888 -1.7496 1.0212  -0.0221
O4 -0.8840 -0.7536 -2.1812  -0.0092
H1 0.9273 -1.9241 -0.9585  0.1475
H2 -1.5757 2.1918 1.0339  0.1175
H3 -0.8057 0.5868 1.6801  0.0803
H4 -2.5799 0.8973 1.7153  0.0268
H5 -2.5971 1.0389 -0.7530  0.1784
H6 -0.4788 1.2747 -1.8578  0.1943
H7 3.6579 2.4005 0.6888  0.0680
H8 -1.6124 -1.3319 -2.1222  0.0572
H9 -3.3995 -0.9853 0.1977  0.0836
H10 -2.0416 -1.4937 0.8622  0.0690
H11 0.8765 -2.6859 1.1493  0.1243

Forces on atoms 1 to 3 (eV/Å):
0.9 -0.9 1.5
0.2 3.7 0.7
2.6 -3.8 -0.1



Record 3
One molecule with the formula C7H11N3OS, computed with the ωB97M-V functional and the def2-TZVPD basis.

- gap between HOMO and LUMO (eV) = 10.14
- largest force on an atom (eV/A) = 0.4
- SMILES string = CCCN[C@@](S)(C#N)[C@@H](O)C#N
- energy above the lowest of the compared OMol25 structures with the same formula, charge and spin (kcal/mol) = 51.6
- DFT total energy (eV) = -24788.858

Each line ends with the Löwdin charge.
Geometry (Å):
C1 -2.5738 0.5231 0.9117  -0.0955
C2 -1.8523 0.3247 -0.4270  -0.2351
C3 -0.9635 -0.9167 -0.4805  -0.2145
N1 0.1007 -0.9395 0.5303  -0.0237
C4 1.4708 -0.8242 0.0945  -0.7462
S1 2.6174 -1.1494 1.5125  0.8577
C5 1.7843 -1.8889 -0.8726  -0.2409
N2 2.0446 -2.6935 -1.6466  0.2053
C6 1.8997 0.5311 -0.5428  -0.3652
O1 1.2376 0.7406 -1.7743  0.0060
C7 1.6026 1.6142 0.4062  -0.1928
N3 1.3193 2.4864 1.0963  0.1960
H1 -2.0667 0.0414 1.7474  0.0641
H2 -3.5869 0.1289 0.8816  0.0710
H3 -2.6429 1.5815 1.1596  0.0718
H4 -2.5995 0.1992 -1.2124  0.1085
H5 -1.2739 1.2099 -0.6906  0.0883
H6 -0.5367 -0.9907 -1.4771  0.1067
H7 -1.6026 -1.7935 -0.3488  0.1197
H8 -0.0774 -0.2926 1.2871  0.0887
H9 2.0613 -0.2415 2.3237  -0.1225
H10 2.9820 0.5067 -0.6996  0.1453
H11 0.8815 1.6359 -1.8033  0.1070

Forces on atoms 1 to 3 (eV/Å):
0.1 0.2 0.0
-0.1 -0.2 0.0
-0.4 0.1 -0.1



Record 4
One molecule with the formula C7H11N3OS in a non-equilibrium geometry, computed with the ωB97M-V functional and the def2-TZVPD basis.

- gap between HOMO and LUMO (eV) = 9.30
- largest force on an atom (eV/A) = 8.0
- energy above the lowest of the compared OMol25 structures with the same formula, charge and spin (kcal/mol) = 91.5
- DFT total energy (eV) = -24787.127

Each line ends with the Löwdin charge.
Geometry (Å):
C1 -3.1714 0.0123 -1.0479  -0.0102
C2 -4.2248 -0.5424 -0.2568  -0.1167
C3 -2.0690 -0.1024 -0.2244  -0.2476
C4 -0.3882 0.9215 -1.6847  0.0524
C5 -0.6858 0.2420 -0.6049  -0.2485
C6 1.1321 0.5757 1.1214  -0.0916
C7 0.4762 -0.4418 0.2247  -0.4339
N1 -3.7300 -1.0449 0.9190  0.0235
N2 -2.3831 -0.7701 0.9158  0.0312
N3 1.9186 -2.6457 -0.1461  -0.2083
O1 2.8508 -0.4785 -0.9318  -0.4686
S1 1.6712 -1.1742 -1.0047  0.8259
H1 -3.1330 0.4394 -1.9775  0.0674
H2 -5.2510 -0.4356 -0.4443  0.0790
H3 0.5356 1.0428 -2.2335  0.0771
H4 -1.2490 1.1007 -2.2715  0.0497
H5 0.9067 1.5687 0.8378  0.0626
H6 0.9930 0.3746 2.2568  0.1126
H7 2.2355 0.3939 0.9170  0.0749
H8 0.3077 -1.4007 0.7190  0.0765
H9 -1.6686 -1.0540 1.5982  0.1602
H10 2.0706 -3.3679 -0.8581  0.0364
H11 2.7375 -2.4898 0.5348  0.0962

Forces on atoms 1 to 3 (eV/Å):
-0.4 -1.2 3.7
3.3 0.0 1.4
1.1 -0.2 -1.0



Record 5
A 2-piece molecular cluster, C7H11N3S2 overall in a non-equilibrium geometry, computed with the ωB97M-V functional and the def2-TZVPD basis.

- gap between HOMO and LUMO (eV) = 8.38
- largest force on an atom (eV/A) = 4.1
- SMILES string = C1=CCCN=C1.S=C1CNSN1
- energy above the lowest of the compared OMol25 structures with the same formula, charge and spin (kcal/mol) = 31.2
- DFT total energy (eV) = -33574.966

Each line ends with the Löwdin charge.
Geometry (Å):
C1 0.1733 -1.3544 -1.6842  -0.0929
C2 0.7262 -0.1593 -1.9001  -0.1192
C3 1.3224 0.6551 -0.7900  -0.1981
C4 1.8337 -0.1074 0.4356  -0.2057
N1 1.0221 -1.2731 0.6900  0.0413
C5 0.3958 -1.8430 -0.2795  -0.1770
H1 -0.1281 -1.9836 -2.6139  0.1344
H2 0.5146 0.4275 -2.7797  0.0991
H3 0.5228 1.2818 -0.4677  -0.0092
H4 2.1507 1.1435 -1.2345  0.0993
H5 2.8157 -0.4420 0.2281  0.1046
H6 1.9146 0.4521 1.2774  0.0743
H7 -0.2261 -2.7560 -0.1288  0.0979
S1 -3.4319 -1.7593 -0.4644  0.5751
C6 -2.9094 -0.2947 0.1696  -0.9421
C7 -2.7998 0.1238 1.6265  -0.2086
N2 -2.4249 1.5968 1.5816  -0.3379
S2 -1.6662 1.9580 0.0586  0.9331
N3 -2.5764 0.6332 -0.6665  -0.2785
H8 -3.7404 -0.0740 2.2099  0.1381
H9 -1.9432 -0.4566 1.9978  0.1142
H10 -3.3147 2.1001 1.4261  0.0538
H11 -2.4129 0.5416 -1.6705  0.1040

Forces on atoms 1 to 3 (eV/Å):
1.9 -0.4 -1.3
-1.0 0.2 0.5
0.2 -0.9 0.3



Record 6
An isolated ion of composition C7H11N4 and charge +1 in a non-equilibrium geometry, computed with the ωB97M-V functional and the def2-TZVPD basis.

- total charge = +1
- gap between HOMO and LUMO (spin up / spin down) (eV) = 7.19 / 7.19
- largest force on an atom (eV/A) = 3.5
- SMILES string = NN1C=CN2C=CC(=[NH2+])[C@@H]2C1
- energy above the lowest of the compared OMol25 structures with the same formula, charge and spin (kcal/mol) = 84.1
- DFT total energy (eV) = -13388.497

Each line ends with the Löwdin charge.
Geometry (Å):
N1 3.0300 1.2521 -0.0556  0.0684
N2 1.6122 1.4393 -0.1090  -0.1683
C1 0.9016 1.7973 0.9972  -0.0826
C2 -0.2798 1.2860 1.4098  -0.0478
N3 -0.9455 0.2491 0.7999  -0.0792
C3 -1.7737 -0.6449 1.3292  0.0245
C4 -2.0906 -1.6365 0.4000  0.0079
C5 -1.2977 -1.4608 -0.7266  -0.1738
N4 -1.3834 -1.9250 -1.9808  0.2171
C6 -0.5064 -0.1314 -0.4909  -0.1486
C7 1.1150 0.0553 -0.5603  -0.0365
H1 3.4090 1.5698 -0.9721  0.1212
H2 3.4553 1.6396 0.7353  0.0692
H3 1.3663 2.4341 1.7106  0.1239
H4 -0.8480 1.6902 2.1811  0.1101
H5 -2.2316 -0.5224 2.3835  0.1918
H6 -2.7577 -2.4718 0.6459  0.1303
H7 -1.9146 -2.6470 -2.3263  0.1079
H8 -0.8494 -1.4619 -2.6140  0.0814
H9 -0.9061 0.4574 -1.3501  0.1860
H10 1.4781 -0.3311 -1.6488  0.1715
H11 1.4171 -0.6374 0.2419  0.1254

Forces on atoms 1 to 3 (eV/Å):
-0.7 -0.4 -2.3
-0.9 -2.8 -1.8
-0.5 -0.5 1.1



Record 7
A 2-piece molecular cluster, C7H11N4O overall in a non-equilibrium geometry, computed with the ωB97M-V functional and the def2-TZVPD basis.

- total charge = +1
- gap between HOMO and LUMO (eV) = 9.58
- largest force on an atom (eV/A) = 5.1
- energy above the lowest of the compared OMol25 structures with the same formula, charge and spin (kcal/mol) = 73.2
- DFT total energy (eV) = -15436.025

Each line ends with the Löwdin charge.
Geometry (Å):
C1 1.7531 -1.3099 -0.0031  -0.0796
C2 2.9409 -0.7162 0.4328  -0.1263
C3 0.9535 -0.2202 -0.2677  -0.0695
C4 -2.2968 0.6449 0.1612  -0.4589
C5 -1.8876 -0.5390 1.0681  0.0114
C6 -0.9013 -0.7583 -1.0256  -0.0640
C7 1.2544 2.2884 -0.1815  0.0078
N1 2.8267 0.6002 0.4206  0.0929
N2 1.6142 0.9095 -0.0141  -0.1949
N3 -1.7588 0.3494 -1.0614  0.1197
N4 -1.3901 -1.5604 0.1162  0.0968
O1 -2.9353 1.5981 0.4722  0.1577
H1 1.5434 -2.3494 -0.1438  0.0922
H2 3.8515 -1.1857 0.7436  0.1115
H3 -1.0787 -0.2085 1.7250  0.1536
H4 -2.7266 -0.8784 1.6760  0.1542
H5 -0.7055 -1.2768 -1.9517  0.1513
H6 0.1910 2.4464 0.0021  0.0844
H7 1.8420 2.8661 0.5325  0.1029
H8 1.5074 2.6267 -1.1889  0.1003
H9 -1.8130 0.9840 -1.8440  0.1797
H10 -0.6215 -2.1299 0.4979  0.1718
H11 -2.1630 -2.1810 -0.1663  0.2051

Forces on atoms 1 to 3 (eV/Å):
0.0 0.6 0.0
-0.1 0.2 0.0
-3.9 -2.7 -1.8



Record 8
An isolated ion of composition C7H11N4O and charge +1 in a non-equilibrium geometry, computed with the ωB97M-V functional and the def2-TZVPD basis.

- total charge = +1
- gap between HOMO and LUMO (eV) = 8.54
- largest force on an atom (eV/A) = 6.2
- SMILES string = C=CCNC1=[NH+][C@H](OC#N)CN1
- energy above the lowest of the compared OMol25 structures with the same formula, charge and spin (kcal/mol) = 155.1
- DFT total energy (eV) = -15432.476

Each line ends with the Löwdin charge.
Geometry (Å):
C1 -2.6258 1.4080 -0.4333  0.0015
C2 -1.6520 2.4398 -0.5366  -0.1332
C3 -0.4751 2.6842 0.5554  -0.1377
N1 0.6989 1.8749 0.1117  0.1446
C4 0.9745 0.7437 0.7466  -0.1842
N2 0.2928 0.1199 1.9083  0.0838
C5 -0.0823 -1.2244 1.3781  -0.3017
O1 -0.5202 -2.2029 2.3472  0.0168
C6 -1.2767 -3.1408 1.5625  -0.1901
N3 -2.2176 -3.6537 0.9968  0.1881
C7 1.2758 -1.5405 0.5127  -0.0790
N4 2.0693 -0.2368 0.4472  0.0863
H1 -3.0414 0.8881 -1.3775  0.0870
H2 -3.0744 1.0996 0.5760  0.0859
H3 -1.6826 3.1448 -1.4329  0.1071
H4 -0.2660 3.8078 0.6588  0.1409
H5 -0.9169 2.3519 1.5666  0.1401
H6 1.3074 2.1092 -0.6951  0.1960
H7 1.0079 0.1682 2.6519  0.1596
H8 -0.9331 -0.9564 0.6367  0.1624
H9 0.8119 -1.8857 -0.4834  0.1479
H10 1.8710 -2.3110 1.1140  0.1483
H11 2.2095 -0.1838 -0.5792  0.1296

Forces on atoms 1 to 3 (eV/Å):
1.5 1.7 -0.2
-1.2 -1.6 0.2
-3.4 1.4 -0.1



Record 9
A 2-piece molecular cluster, C7H11NO overall, computed with the ωB97M-V functional and the def2-TZVPD basis.

- gap between HOMO and LUMO (eV) = 10.68
- largest force on an atom (eV/A) = 0.6
- SMILES string = c1ccncc1.COC
- energy above the lowest of the compared OMol25 structures with the same formula, charge and spin (kcal/mol) = 30.2
- DFT total energy (eV) = -10973.968

Each line ends with the Löwdin charge.
Geometry (Å):
C1 -2.2964 -1.3303 0.1563  -0.0870
C2 -1.2742 -1.3423 1.1016  -0.0792
C3 -0.7849 -0.1256 1.5749  -0.1603
N1 -1.2437 1.0689 1.1709  0.0487
C4 -2.2287 1.0641 0.2598  -0.1622
C5 -2.7835 -0.0987 -0.2731  -0.0843
H1 -2.7078 -2.2679 -0.2401  0.1090
H2 -0.8542 -2.2860 1.4739  0.1076
H3 0.0209 -0.1030 2.3204  0.1092
H4 -2.5920 2.0498 -0.0594  0.1048
H5 -3.5887 -0.0329 -1.0167  0.1043
C6 2.8439 1.0096 0.0634  -0.1375
O1 2.5008 -0.3160 -0.2885  -0.2472
C7 1.7008 -0.3287 -1.4540  -0.1372
H6 3.4648 0.9651 0.9740  0.0904
H7 1.9490 1.6179 0.2771  0.0821
H8 3.4237 1.5046 -0.7338  0.0850
H9 0.7571 0.2225 -1.3052  0.0777
H10 2.2317 0.1091 -2.3161  0.0854
H11 1.4614 -1.3802 -1.6853  0.0908

Forces on atoms 1 to 3 (eV/Å):
0.0 -0.1 0.0
0.1 -0.2 0.1
0.0 0.2 0.0



Record 10
C7H11NO as an isolated structure in a non-equilibrium geometry, computed with the ωB97M-V functional and the def2-TZVPD basis.

- gap between HOMO and LUMO (eV) = 8.54
- largest force on an atom (eV/A) = 9.8
- energy above the lowest of the compared OMol25 structures with the same formula, charge and spin (kcal/mol) = 126.7
- DFT total energy (eV) = -10969.783

Each line ends with the Löwdin charge.
Geometry (Å):
C1 -1.2612 1.7459 0.8085  -0.0322
C2 -0.8707 1.2546 -0.7322  -0.1783
C3 -0.3571 -0.1875 -0.6800  -0.1113
C4 0.8693 -0.8161 -0.2855  -0.0563
C5 2.1296 0.0523 -0.1335  -0.2149
C6 3.3272 -0.4820 -0.0964  -0.0433
C7 -1.6729 -0.8971 -0.3373  -0.5719
H1 -2.0662 1.2228 1.1070  -0.0043
H2 -1.5761 2.8578 0.7340  0.0983
H3 -0.3150 1.4593 1.4387  0.1059
H4 -0.2256 1.9875 -1.1451  0.0769
H5 -1.6696 1.3265 -1.4153  0.0837
H6 1.3627 -1.7873 -0.3838  0.0936
H7 1.9133 1.1922 -0.2157  0.1309
H8 4.2435 0.0062 -0.3529  0.0302
H9 3.5568 -1.6380 0.5004  0.1581
H10 -2.4820 -2.5103 0.7186  0.0588
H11 -0.4345 -2.2043 0.6935  0.2190
N1 -1.6867 -2.0574 0.3980  0.1233
O1 -2.7850 -0.5251 -0.6210  0.0338

Forces on atoms 1 to 3 (eV/Å):
4.0 1.9 -2.9
1.6 0.5 2.5
0.5 -2.0 2.6



Record 11
A 2-piece molecular cluster, C7H11NO overall in a non-equilibrium geometry, computed with the ωB97M-V functional and the def2-TZVPD basis.

- gap between HOMO and LUMO (eV) = 9.11
- largest force on an atom (eV/A) = 1.1
- SMILES string = C=Cc1c[nH]cc1C.O
- energy above the lowest of the compared OMol25 structures with the same formula, charge and spin (kcal/mol) = 22.7
- DFT total energy (eV) = -10974.293

Each line ends with the Löwdin charge.
Geometry (Å):
C1 0.0333 -0.0926 2.4780  -0.0068
C2 0.2818 0.5287 1.3309  -0.1537
C3 0.7257 -0.1399 0.1102  -0.2170
C4 1.7442 -1.0681 0.0277  -0.0712
N1 1.8832 -1.4311 -1.2793  0.0092
C5 0.9889 -0.7337 -2.0484  -0.0826
C6 0.2662 0.0960 -1.2241  -0.2443
C7 -0.8213 1.0281 -1.6521  -0.0452
H1 0.1322 -1.1664 2.5989  0.0663
H2 -0.3017 0.4108 3.3755  0.0541
H3 0.1519 1.6039 1.2502  0.1128
H4 2.3615 -1.5458 0.7702  0.1196
H5 2.5497 -2.0835 -1.6761  0.1513
H6 0.9277 -0.8442 -3.1174  0.1165
H7 -1.4362 1.3379 -0.8086  0.0541
H8 -0.4043 1.9462 -2.0717  0.0797
H9 -1.4828 0.5522 -2.3746  0.0798
O1 -2.8756 0.6367 1.2776  -0.0629
H10 -2.4305 1.0163 2.0576  0.0340
H11 -2.2939 -0.0514 0.9758  0.0062

Forces on atoms 1 to 3 (eV/Å):
0.0 -0.2 0.4
-0.1 0.0 0.0
0.6 -0.1 -0.2



Record 12
C7H11NO2 as an isolated structure, computed with the ωB97M-V functional and the def2-TZVPD basis.

- gap between HOMO and LUMO (eV) = 9.04
- largest force on an atom (eV/A) = 0.6
- energy above the lowest of the compared OMol25 structures with the same formula, charge and spin (kcal/mol) = 119.1
- DFT total energy (eV) = -13018.116

Each line ends with the Löwdin charge.
Geometry (Å):
C1 -1.5551 1.0085 -0.4186  0.0017
C2 -0.1206 1.4127 -0.4642  -0.4197
C3 -0.6527 -1.4007 1.8379  -0.1007
C4 -0.2781 -2.3214 0.9538  0.0256
O1 0.4036 2.4641 -0.5719  0.1183
H1 -1.4919 -1.5773 2.5020  0.1064
H2 -1.6713 -0.0579 -0.2579  0.0709
H3 -2.0213 1.5567 0.4022  0.1092
H4 -2.0173 1.3031 -1.3624  0.1041
H5 0.5958 -2.1879 0.3286  0.0559
H6 -0.8144 -3.2575 0.8538  0.0605
C5 0.0914 -0.1364 2.1302  -0.5533
N1 0.7561 0.4583 1.0828  0.0609
C6 0.7411 -0.0041 -1.5612  -0.1301
C7 1.6015 0.5168 -2.4355  0.0306
O2 0.0929 0.2991 3.2762  0.0406
H7 1.3292 1.2245 1.4291  0.1052
H8 0.9234 0.0761 -0.3032  0.0910
H9 0.1597 -0.8882 -1.8133  0.0851
H10 1.8234 0.0567 -3.3928  0.0660
H11 2.1047 1.4548 -2.2156  0.0718

Forces on atoms 1 to 3 (eV/Å):
0.0 -0.1 0.0
0.3 0.3 0.1
0.0 -0.2 -0.1